(1)
116
Properties=species:S:1:pos:R:3:forces:R:3 method="wB97M-V/def2-TZVPD" lumo_ha=-0.013 homo_ev=-8.03 homo_lumo_gap_ha=0.2821
O -0.041792 -3.598126 3.176105 -3.328 3.307 0.442
C -1.020415 -2.854046 3.297868 -0.511 -1.197 0.243
C -2.572857 -3.209765 3.621598 0.561 -0.843 -0.103
C -3.360995 -2.147048 2.713370 0.401 -0.145 0.977
S -4.163828 -0.989042 3.922346 -1.595 -1.481 1.873
C -4.565794 -2.636285 1.772433 0.536 0.737 -1.134
B -5.992377 -2.876460 2.534112 -1.187 -0.507 1.333
O -7.056277 -1.877850 2.658727 2.306 -1.379 0.437
O -6.266374 -4.160797 3.124683 1.135 1.943 -0.658
C -2.150687 -1.257474 2.091959 -0.162 -0.633 1.174
I -2.843856 0.814943 2.207850 2.002 0.546 -2.274
O -1.115973 -1.409226 3.134396 0.767 -1.946 -1.165
H -2.858087 -3.011556 4.712518 1.006 -0.271 -1.514
H -2.780093 -4.328469 3.484342 0.253 1.645 -0.350
H -3.307483 -0.764260 4.995035 -0.190 -0.619 -1.208
H -4.279434 -3.560402 1.142499 -0.176 1.341 1.118
H -4.741182 -1.795918 1.003567 0.319 -1.184 1.093
H -7.005407 -1.481970 3.562188 -0.233 -0.459 -0.954
H -5.449959 -4.694587 3.209335 -0.704 0.360 -0.301
H -1.647726 -1.614895 1.135140 -1.195 0.825 0.842
F -1.113588 -3.409081 6.935703 -0.188 -0.143 -0.064
C -0.178584 -2.459592 7.118219 0.663 0.664 0.143
C -0.041859 -1.869766 8.364856 -0.155 -0.095 0.132
C 0.928658 -0.891247 8.554152 0.038 -0.072 -0.348
C 1.743566 -0.506580 7.491933 0.020 0.031 0.042
C 1.593292 -1.102729 6.243279 -0.120 0.001 0.287
C 0.630495 -2.088976 6.056392 -0.113 -0.102 -0.150
H -0.690583 -2.176213 9.177201 0.029 -0.020 -0.060
H 1.049627 -0.428400 9.527490 -0.049 -0.061 -0.086
H 2.497365 0.259990 7.639470 -0.081 -0.081 -0.025
H 2.225783 -0.799321 5.415647 -0.074 -0.059 0.052
H 0.506030 -2.569873 5.094048 0.162 0.047 0.254
F -5.947344 -1.579538 -1.030275 0.109 -0.205 0.004
C -6.625265 -0.429742 -1.194730 -0.508 0.847 -0.117
C -7.065821 -0.075698 -2.459956 0.063 -0.177 -0.120
C -7.771430 1.110824 -2.629871 0.067 0.020 0.338
C -8.018860 1.934370 -1.534426 -0.027 0.025 -0.042
C -7.567022 1.570497 -0.269298 0.013 -0.118 -0.309
C -6.870898 0.379094 -0.096717 0.164 -0.107 0.177
H -6.856677 -0.725380 -3.301828 -0.005 0.005 0.068
H -8.127561 1.393934 -3.614362 0.062 -0.056 0.081
H -8.565742 2.862015 -1.668719 0.057 -0.098 0.017
H -7.757019 2.214786 0.582304 0.026 -0.105 -0.057
H -6.519840 0.076075 0.883060 -0.048 -0.042 -0.038
F -8.853128 0.187822 5.161460 0.020 0.052 -0.151
C -8.649376 -0.417302 6.343146 0.119 -0.403 0.754
C -8.571286 -1.800945 6.395734 0.000 -0.046 -0.246
C -8.356183 -2.428302 7.618100 0.007 0.333 0.108
C -8.231111 -1.665961 8.776560 0.008 -0.046 0.030
C -8.315191 -0.278016 8.713274 -0.007 -0.236 -0.208
C -8.519989 0.350805 7.489493 -0.020 0.191 -0.058
H -8.679197 -2.379936 5.485320 -0.008 0.047 0.012
H -8.286557 -3.509407 7.668246 -0.026 0.106 -0.050
H -8.067453 -2.156215 9.730723 -0.020 0.058 -0.099
H -8.221602 0.314125 9.617186 -0.001 -0.029 -0.114
H -8.579662 1.430607 7.420944 -0.021 -0.060 -0.035
F 1.635085 3.581269 3.510714 -0.072 0.114 0.084
C 2.284824 2.651736 2.791533 0.360 -0.572 -0.422
C 1.853653 1.335712 2.832241 -0.193 0.004 0.154
C 2.523556 0.373552 2.083415 0.233 0.259 -0.082
C 3.623395 0.737165 1.310821 0.031 -0.055 0.104
C 4.050562 2.061527 1.281638 -0.233 -0.176 0.230
C 3.374693 3.025877 2.021479 0.064 0.168 0.010
H 1.000379 1.069440 3.445796 0.002 0.039 -0.048
H 2.189270 -0.658427 2.102435 -0.011 0.101 0.036
H 4.147861 -0.014779 0.730383 -0.078 0.087 0.042
H 4.909954 2.342855 0.682574 -0.113 0.030 0.048
H 3.688032 4.063102 2.003554 -0.041 -0.044 0.035
F -10.521715 -9.752792 1.267487 -0.071 -0.139 -0.035
C -9.905413 -8.601574 1.580610 0.359 0.674 0.182
C -8.952042 -8.591919 2.586451 0.037 -0.185 0.073
C -8.309976 -7.400146 2.907352 -0.252 0.094 -0.293
C -8.636250 -6.230023 2.226238 0.034 0.160 0.032
C -9.599134 -6.251245 1.221222 0.116 -0.278 0.191
C -10.233804 -7.444628 0.892149 -0.132 -0.037 -0.126
H -8.717179 -9.510666 3.111145 -0.040 0.020 -0.064
H -7.556720 -7.382767 3.687740 -0.089 -0.026 -0.049
H -8.137703 -5.300019 2.480622 -0.092 -0.184 -0.027
H -9.855294 -5.338364 0.694289 0.015 -0.104 0.033
H -10.979391 -7.481378 0.106606 0.021 -0.045 0.058
F 3.269856 1.423894 -1.535469 -0.085 -0.045 -0.063
C 4.098121 1.820679 -2.513725 0.431 0.212 -0.546
C 5.465801 1.661561 -2.353653 0.034 -0.075 0.172
C 6.324168 2.068383 -3.370063 -0.341 0.109 -0.120
C 5.805706 2.639317 -4.529734 0.003 -0.002 0.062
C 4.430740 2.798466 -4.677076 0.162 -0.132 0.261
C 3.571056 2.381953 -3.666126 -0.170 0.026 -0.006
H 5.851362 1.222655 -1.440648 -0.052 -0.014 -0.045
H 7.395857 1.941362 -3.258611 -0.095 -0.002 0.024
H 6.473298 2.958696 -5.317412 -0.255 -0.163 0.099
H 4.028849 3.246962 -5.579249 0.017 -0.063 0.092
H 2.497616 2.490049 -3.767414 0.050 -0.014 0.061
F 7.562234 2.950526 -7.146921 -0.076 -0.152 -0.156
C 8.499963 3.894167 -6.959677 0.680 0.669 0.116
C 8.633241 4.488194 -5.712816 -0.071 -0.089 0.057
C 9.609210 5.461233 -5.522535 0.054 -0.066 -0.349
C 10.432228 5.836692 -6.581202 -0.007 0.018 0.076
C 10.285776 5.237301 -7.828614 -0.065 -0.034 0.234
C 9.318009 4.256500 -8.017865 -0.057 -0.085 -0.090
H 7.979749 4.190717 -4.902556 0.100 0.066 -0.034
H 9.727877 5.927064 -4.550319 -0.056 -0.063 -0.082
H 11.189972 6.599009 -6.432025 -0.078 -0.082 -0.029
H 10.925116 5.534074 -8.653076 -0.149 -0.071 0.178
H 9.195501 3.772723 -8.979942 -0.064 0.008 0.058
F 11.743813 6.283590 -10.510593 -0.039 0.169 -0.013
C 12.396430 5.354856 -11.230504 0.434 -0.599 -0.491
C 11.965950 4.038086 -11.192620 -0.155 0.018 0.114
C 12.638360 3.078201 -11.941542 0.188 0.271 -0.069
C 13.739707 3.444301 -12.711035 -0.004 -0.055 -0.009
C 14.165741 4.768992 -12.737208 -0.230 -0.163 0.133
C 13.487264 5.731411 -11.997247 0.024 0.197 0.043
H 11.111948 3.770471 -10.581507 0.040 0.036 -0.035
H 12.305338 2.046231 -11.925253 0.011 0.113 0.034
H 14.266371 2.693924 -13.291579 -0.055 0.085 0.062
H 15.026199 5.051858 -13.333832 -0.102 0.008 0.062
H 13.799558 6.768911 -12.012644 -0.041 -0.048 0.038



(2)
76
Properties=species:S:1:pos:R:3:forces:R:3 method="wB97M-V/def2-TZVPD" lumo_ha="-0.223 / -0.226" spin_multiplicity=2 homo_ev="-9.66 / -9.66" charge=+1 homo_lumo_gap_ha="0.1323 / 0.1287" e_above_lowest_kcal_mol=93.5
V 0.368906 1.775702 -0.245946 0.785 1.343 -3.246
Cl -5.201848 0.968790 -3.817693 -0.345 -0.327 0.032
C -3.579382 0.939583 -3.307430 0.115 0.088 1.622
C -3.257406 1.497887 -2.041621 0.097 0.397 -1.491
C -1.914167 1.730857 -1.763699 0.104 -1.363 -1.915
N -1.413971 2.213860 -0.577314 0.317 0.110 0.015
C -2.050833 3.152345 0.187852 -1.642 1.002 0.206
O -3.244531 3.428495 0.166948 1.819 -0.654 0.238
C -1.039371 4.032675 0.880168 -0.449 1.682 0.409
C -1.533221 5.238112 1.424427 0.556 -0.297 -1.081
C -0.664186 6.321328 1.459946 1.078 0.407 1.147
C 0.695499 6.131098 1.139856 -0.100 -0.394 -0.070
C 1.128059 4.861862 0.753539 0.298 -0.202 0.257
N 0.277510 3.835931 0.615108 -1.139 -0.575 -0.227
C -0.911731 1.370852 -2.752284 0.188 -0.367 0.565
C -1.249885 0.686033 -3.928207 -0.856 -0.045 -0.088
C -2.592762 0.327415 -4.092411 0.587 -0.354 -0.202
Cl -2.984500 -1.043654 -5.125968 0.123 1.300 0.188
N 0.392467 1.592870 -2.297179 -0.369 0.498 2.440
C 1.614249 1.282044 -2.885467 -0.913 -1.523 -2.109
O 1.791268 0.738828 -3.984915 -0.437 1.533 2.264
C 2.731251 1.559620 -1.958915 2.630 0.517 1.189
C 4.063565 1.209191 -2.331246 -1.800 0.439 -0.189
C 5.099797 1.459708 -1.464044 -0.061 0.206 0.769
C 4.839767 2.129864 -0.258307 0.430 -0.739 -0.368
C 3.539964 2.229921 0.146836 -1.234 0.627 -0.390
N 2.482304 2.060842 -0.705334 0.529 -1.532 -0.194
H -4.012272 1.844818 -1.344667 -0.067 -0.174 -0.308
H -2.597800 5.383359 1.589108 0.212 -0.318 0.045
H -0.976628 7.300641 1.878004 0.067 -0.745 -0.626
H 1.451898 6.918573 1.192003 -0.511 -0.138 0.021
H 2.182767 4.611756 0.557744 -0.601 0.417 0.051
H -0.557324 0.451597 -4.739380 0.105 -0.260 0.783
H 4.185615 0.794654 -3.324471 0.103 -0.253 0.193
H 6.086267 1.042982 -1.594669 0.213 0.353 -0.552
H 5.648917 2.457251 0.383359 -0.099 -0.364 0.137
H 3.313225 2.422753 1.197619 -0.141 0.356 -0.380
O -5.195182 -0.687647 1.892022 0.399 -0.387 0.131
C -4.523495 -1.840745 1.346260 -0.428 0.260 -0.623
C -2.984450 -1.707766 1.297761 0.159 -0.553 -0.853
C -2.473236 -0.301687 0.885278 -1.321 0.409 -0.175
C -1.148830 -0.046760 1.452198 1.131 -0.133 -2.233
C -0.903390 -0.044683 2.771282 1.959 0.473 1.960
C 0.408022 0.306778 3.240328 -1.753 -0.817 -0.636
C 1.468090 0.168210 2.364921 0.855 0.013 -1.006
C 1.188468 -0.070220 1.000829 -0.592 0.377 1.133
N -0.089892 0.122731 0.560761 -0.057 -1.320 1.178
H -5.389528 -0.849823 2.823177 0.028 0.004 -0.195
H -4.881778 -1.934026 0.302490 0.138 0.240 0.418
H -4.900187 -2.762376 1.832665 0.677 0.402 -0.017
H -2.613914 -2.432219 0.532094 -0.207 0.333 0.858
H -2.476247 -1.944784 2.228129 -0.288 -0.426 0.186
H -3.184189 0.420253 1.319643 0.076 -0.038 -0.269
H -2.404739 -0.149023 -0.192574 -0.335 -0.287 0.124
H -1.722710 -0.312971 3.416979 0.008 0.386 0.422
H 0.535966 0.592867 4.265296 0.224 -0.151 0.378
H 2.522358 0.252502 2.667281 -0.640 -0.270 0.043
H 1.884918 -0.400827 0.241085 0.320 0.057 0.026
C 0.958150 -6.141212 0.534127 0.539 0.270 -0.538
C 1.411638 -4.829261 -0.143887 -0.350 2.788 1.710
O 1.673271 -4.944885 -1.510139 0.153 0.368 -0.780
P 2.981953 -4.144449 0.825397 -3.801 -1.174 -0.423
O 2.382989 -3.919094 2.326478 1.768 -0.108 -0.752
O 3.801260 -5.507500 1.026842 0.268 0.872 0.197
O 3.651638 -3.023693 0.133780 0.386 -0.042 0.623
P 0.069638 -3.344469 -0.009402 0.991 -4.051 0.003
O -1.284147 -4.002984 -0.649737 -0.096 0.703 -0.853
O 0.457517 -2.265281 -0.970253 0.229 0.816 0.487
O -0.165367 -3.360923 1.465861 -0.039 1.952 0.604
H 1.573319 -6.953073 0.135459 0.117 0.073 0.219
H -0.045522 -6.367449 0.252323 -0.868 -0.066 -0.336
H 0.977915 -6.152105 1.633441 0.317 0.344 -0.457
H 1.513697 -4.041832 -1.881719 0.374 -0.980 0.246
H 1.529700 -3.467935 2.344937 -0.766 -0.013 -0.480
H 4.687935 -5.301092 0.732952 0.758 -0.352 -0.137
H -1.403103 -3.571003 -1.525690 0.079 -0.625 0.684



(3)
18
Properties=species:S:1:pos:R:3:forces:R:3 method="wB97M-V/def2-TZVPD" lumo_ha="-0.029 / -0.037" homo_ev="-9.86 / -9.80" homo_lumo_gap_ha="0.3329 / 0.3233" e_above_lowest_kcal_mol=121.0
B 0.521675 -1.526475 1.664845 -0.183 0.622 -0.162
C 0.214431 -0.580309 -1.514888 0.737 -0.131 4.006
C -1.631025 0.224658 0.045088 -1.546 0.353 1.127
C 0.480062 1.738734 -0.204109 -0.355 -1.500 -1.237
C -0.076931 0.252964 -0.150524 0.533 0.071 -1.995
N 0.630134 -0.445622 0.873067 2.331 1.430 0.009
H 1.419368 -1.849352 2.218205 2.245 -0.817 1.283
H -0.415914 -2.107127 1.927731 -1.847 -0.583 -0.192
H 0.025438 -1.626667 -1.290622 -0.536 -0.064 -0.140
H -0.260734 -0.241213 -2.347642 -1.642 0.997 -2.256
H 1.258289 -0.566068 -1.681979 1.316 0.327 -0.234
H -2.089701 0.703692 1.034753 1.391 -0.637 -2.103
H -1.991152 -0.808050 0.089943 0.395 -0.121 0.161
H -2.221877 0.596010 -0.854796 1.171 0.134 1.066
H -0.246950 2.270541 0.408735 0.621 0.683 0.015
H 1.557373 1.756378 0.157050 -1.530 0.168 -0.396
H 0.419377 2.040319 -1.290915 0.077 0.154 1.274
H 2.408139 0.167588 0.916059 -3.178 -1.085 -0.226